Entry 1:
44
Properties=species:S:1:pos:R:3:mulliken_charge:R:1 method="wB97M-V/def2-TZVPD" total_charge=0 relative_energy_kcal_mol=107.1
O -3.12 -5.35 1.11 -0.642
O 1.29 -2.08 -2.20 -0.672
Cl -4.55 -2.71 1.86 -0.178
Cl -4.03 3.57 2.25 -0.221
N 2.48 0.85 -2.11 -1.239
C -2.43 -4.41 0.80 0.585
C 1.18 -1.19 -1.32 0.163
C 1.87 0.11 -1.27 0.551
C -1.85 -2.02 0.95 0.251
C -2.86 -3.05 1.22 -0.480
C -0.29 -3.56 -0.13 -0.423
C -0.56 -2.26 0.26 0.044
C 2.02 1.98 -0.26 -1.181
C 1.53 0.75 -0.08 -0.017
C -2.46 2.08 0.40 -0.644
C -1.72 2.07 2.69 -0.573
C -1.43 1.26 0.01 0.217
C -0.66 1.22 2.32 -0.375
C -2.68 2.45 1.73 0.089
C -0.53 0.87 0.99 -0.293
N -1.17 -4.67 0.18 0.148
N 0.40 -1.21 -0.13 0.296
N 2.65 2.01 -1.46 0.844
C -0.99 -5.99 -0.39 -1.006
C 0.59 -0.09 0.74 0.547
C 3.70 4.42 -1.34 -0.574
C 2.36 4.47 -1.95 -0.477
C 3.21 3.19 -2.12 -0.132
H -2.19 -1.00 1.23 0.211
H 0.74 -3.65 -0.52 0.330
H 1.74 2.87 0.31 0.415
H -3.16 2.39 -0.50 0.228
H -1.80 2.41 3.77 0.346
H -1.28 0.99 -1.00 0.597
H 0.06 0.91 3.05 0.451
H 0.00 -6.45 -0.29 0.341
H -1.29 -5.91 -1.45 0.325
H -1.59 -6.78 0.20 0.317
H 0.96 -0.36 1.77 0.417
H 4.50 5.01 -1.82 0.268
H 3.75 4.49 -0.28 0.221
H 1.54 4.35 -1.29 0.228
H 2.18 5.05 -2.93 0.234
H 3.87 2.98 -2.99 0.463

***

Entry 2:
77
Properties=species:S:1:pos:R:3:mulliken_charge:R:1 method="wB97M-V/def2-TZVPD" total_charge=0
O 1.49 -5.11 -3.99 -0.509
C 1.31 -4.24 -3.19 0.135
C 0.04 -3.99 -2.51 -0.220
C -0.24 -2.78 -2.10 0.416
C -1.52 -2.49 -1.36 -0.361
O -2.59 -2.21 -2.20 -0.178
O -2.76 -3.34 -3.06 -0.384
C 0.72 -1.70 -2.37 0.463
O 0.38 -0.57 -2.58 -0.511
C 2.14 -2.11 -2.40 -0.520
C 2.40 -3.32 -2.79 0.068
Br 4.18 -3.94 -2.87 -0.124
H -0.64 -4.79 -2.36 0.537
H -1.71 -3.33 -0.71 0.356
H -1.41 -1.59 -0.75 0.074
H -3.15 -2.93 -3.83 0.310
H 2.88 -1.42 -2.10 0.540
C -1.79 0.79 1.21 -0.022
O -2.00 -0.14 0.43 -0.679
N -1.17 1.93 0.89 0.331
C -1.01 3.02 1.84 -0.725
C -0.66 2.10 -0.46 -0.993
H -2.13 0.76 2.25 0.331
H -1.51 3.90 1.44 0.076
H 0.05 3.23 1.97 0.361
H -1.44 2.77 2.81 0.310
H -1.47 2.01 -1.18 0.323
H 0.08 1.33 -0.69 0.205
H -0.21 3.08 -0.55 0.397
C -1.40 3.98 6.06 0.116
O -1.90 3.65 4.99 -0.559
N -0.16 3.70 6.50 0.168
C 0.33 4.22 7.76 -0.928
C 0.72 2.85 5.71 -0.931
H -1.96 4.60 6.78 0.218
H 1.21 4.83 7.59 0.330
H 0.58 3.39 8.43 0.329
H -0.44 4.83 8.23 0.301
H 0.90 3.26 4.72 0.228
H 0.27 1.87 5.60 0.270
H 1.67 2.75 6.23 0.436
C -3.80 3.81 -1.05 0.179
O -2.69 3.94 -1.52 -0.622
N -4.44 4.76 -0.35 0.132
C -5.77 4.55 0.20 -0.941
C -3.78 6.04 -0.14 -0.902
H -4.38 2.88 -1.15 0.269
H -6.47 5.27 -0.21 0.343
H -5.74 4.66 1.29 0.341
H -6.11 3.54 -0.04 0.298
H -3.56 6.51 -1.10 0.304
H -2.84 5.89 0.39 0.229
H -4.43 6.69 0.44 0.391
C 4.12 -5.10 -8.38 0.157
O 4.80 -4.76 -9.33 -0.599
N 2.89 -4.64 -8.12 0.148
C 2.12 -5.09 -6.97 -0.992
C 2.30 -3.67 -9.03 -0.953
H 4.48 -5.83 -7.63 0.265
H 1.19 -5.55 -7.30 0.314
H 1.88 -4.23 -6.33 0.338
H 2.69 -5.80 -6.39 0.331
H 2.24 -4.09 -10.03 0.297
H 2.92 -2.78 -9.07 0.302
H 1.31 -3.40 -8.68 0.379
C 2.96 -0.54 5.07 0.124
O 2.43 0.49 4.69 -0.583
N 2.78 -1.74 4.50 0.153
C 3.45 -2.94 4.98 -0.909
C 1.88 -1.84 3.37 -0.951
H 3.64 -0.57 5.93 0.268
H 4.07 -3.36 4.19 0.329
H 2.71 -3.68 5.29 0.334
H 4.09 -2.69 5.83 0.295
H 2.22 -1.19 2.56 0.286
H 0.88 -1.51 3.66 0.278
H 1.84 -2.87 3.03 0.386

***

Entry 3:
12
Properties=species:S:1:pos:R:3:mulliken_charge:R:1 method="wB97M-V/def2-TZVPD" total_charge=0 relative_energy_kcal_mol=23.5
O 0.14 -2.48 0.97 -0.711
H 0.44 -1.97 1.73 0.352
H 0.55 -2.19 0.13 0.337
O -0.20 1.21 -2.13 -0.650
H 0.32 1.93 -1.76 0.323
H 0.54 0.74 -2.46 0.320
O 0.78 1.23 1.31 -0.661
H 0.69 2.17 1.57 0.311
H 0.11 0.87 0.77 0.409
O -1.27 -0.19 0.12 -0.702
H -1.21 -1.09 0.46 0.375
H -0.89 -0.22 -0.72 0.297

***

Entry 4:
110
Properties=species:S:1:pos:R:3:mulliken_charge:R:1 method="wB97M-V/def2-TZVPD" total_charge=+1 relative_energy_kcal_mol=17.2
C 4.42 4.44 2.22 -1.289
C 4.14 3.71 0.91 -0.213
C 4.91 2.37 0.80 -0.595
C 4.72 1.45 2.03 -1.156
P 3.57 0.05 1.92 1.381
C 1.86 0.61 1.72 0.239
C 1.44 1.70 2.67 -0.465
C 0.04 2.21 2.31 -0.549
C 0.11 3.13 1.09 -0.957
C 3.75 -0.90 3.46 -1.433
C 4.74 -0.49 4.56 -0.743
C 5.21 -1.68 5.39 -0.689
C 6.05 -2.69 4.59 -1.099
C 4.02 -1.06 0.58 -1.165
C 3.73 -0.62 -0.86 -0.265
C 3.39 -1.83 -1.79 -0.471
C 4.68 -2.52 -2.18 -1.423
H 3.69 4.17 2.98 0.304
H 4.45 5.51 2.07 0.379
H 5.40 4.18 2.62 0.334
H 4.55 4.32 0.11 0.533
H 3.08 3.52 0.77 -0.102
H 5.97 2.59 0.66 0.447
H 4.58 1.81 -0.08 -0.152
H 4.49 1.98 2.96 0.727
H 5.62 0.86 2.27 0.549
H 1.23 -0.27 1.81 0.627
H 1.91 0.91 0.66 -0.522
H 2.12 2.56 2.73 -0.259
H 1.48 1.34 3.71 0.508
H -0.41 2.70 3.17 0.444
H -0.61 1.38 2.03 0.231
H 0.89 3.89 1.12 0.512
H -0.86 3.55 0.81 0.402
H 0.29 2.51 0.21 -0.185
H 4.00 -1.92 3.13 0.703
H 2.72 -0.98 3.84 0.623
H 4.23 0.25 5.20 0.373
H 5.60 0.06 4.15 0.348
H 4.37 -2.14 5.91 0.372
H 5.82 -1.28 6.20 0.426
H 7.00 -2.90 5.06 0.340
H 6.20 -2.37 3.56 0.279
H 5.56 -3.66 4.50 0.277
H 3.34 -1.91 0.81 0.583
H 5.04 -1.44 0.70 0.486
H 4.54 -0.02 -1.27 0.692
H 2.81 -0.01 -0.87 -0.292
H 2.90 -1.36 -2.64 0.268
H 2.67 -2.37 -1.17 0.410
H 5.33 -1.82 -2.70 0.354
H 4.52 -3.36 -2.87 0.415
H 5.19 -2.96 -1.32 0.319
C -7.04 1.03 0.67 -1.166
C -6.82 -0.43 0.38 -0.711
C -5.34 -0.85 0.34 -0.476
C -4.43 0.15 -0.40 -1.501
P -3.01 -0.48 -1.31 1.807
C -3.16 0.00 -3.03 -0.645
C -4.38 -0.68 -3.67 -0.753
C -4.92 0.05 -4.89 -0.795
C -5.45 1.45 -4.64 -1.062
C -1.43 0.00 -0.57 -1.696
C -0.20 -0.13 -1.45 1.301
C -0.02 1.07 -2.35 0.278
C 1.11 1.00 -3.37 -1.574
C -2.94 -2.29 -1.30 -1.623
C -2.59 -3.00 0.01 -0.154
C -2.49 -4.50 -0.18 -0.802
C -3.84 -5.20 -0.35 -1.146
H -8.11 1.24 0.72 0.409
H -6.65 1.71 -0.08 0.303
H -6.61 1.27 1.64 0.299
H -7.34 -0.74 -0.54 0.316
H -7.30 -1.07 1.13 0.388
H -5.21 -1.88 0.02 0.089
H -5.02 -0.84 1.39 0.413
H -4.02 0.89 0.29 0.946
H -5.00 0.68 -1.16 0.816
H -2.24 -0.30 -3.56 0.767
H -3.18 1.09 -3.08 -0.161
H -5.19 -0.82 -2.95 0.382
H -4.06 -1.68 -3.95 0.275
H -5.73 -0.56 -5.30 0.406
H -4.17 0.06 -5.69 0.371
H -4.77 2.13 -4.13 0.277
H -6.42 1.40 -4.14 0.270
H -5.68 1.90 -5.61 0.389
H -1.41 -0.57 0.37 0.750
H -1.48 1.01 -0.16 0.198
H -0.12 -1.12 -1.92 0.833
H 0.68 -0.09 -0.79 -1.521
H 0.13 2.00 -1.79 0.121
H -0.93 1.39 -2.87 0.071
H 1.27 1.97 -3.84 0.453
H 0.97 0.21 -4.11 0.312
H 2.08 0.77 -2.89 0.128
H -2.14 -2.54 -2.01 0.791
H -3.92 -2.66 -1.63 0.644
H -3.28 -2.68 0.80 0.312
H -1.63 -2.62 0.40 0.030
H -1.94 -4.94 0.66 0.420
H -1.88 -4.70 -1.06 0.318
H -3.76 -6.28 -0.27 0.402
H -4.21 -5.01 -1.37 0.298
H -4.60 -4.80 0.32 0.258
N -2.67 3.46 -1.75 0.837
O -3.41 3.46 -2.77 -0.692
O -1.74 4.26 -1.65 -0.633
O -2.86 2.59 -0.84 -0.420

***

E readings, ordered: -2061.48554; -4387.09361; -305.74178; -2225.31374 a.u.